[1]
The following is a DFT calculation (ωB97M-V/def2-TZVPD) of a 2-piece molecular cluster, C3H9N3O overall.

For the largest force on an atom, the calculation gives 1.8 eV/A. As for the LUMO energy: 0.33 eV. Its energy relative to the best compared isomer or geometry (same formula, charge and spin) is 428.0 kJ/mol. The HOMO energy is -9.08 eV. The value obtained for the total energy is -359.0814 Eh.

```
! wB97M-V def2-TZVPD RIJCOSX def2/J DEFGRID3
* xyz 0 1
N 0.424 -0.210 1.673
C 0.726 -0.651 0.500
N 1.566 -0.973 -0.351
N 2.931 -0.995 -0.061
H 0.276 -0.918 2.385
H 3.134 -1.286 0.892
H 3.380 -1.603 -0.733
C -1.338 1.414 -1.191
C -1.631 0.211 -0.315
O -1.880 0.452 0.975
H -1.037 1.104 -2.193
H -2.235 2.030 -1.266
H -0.540 2.013 -0.749
H -2.328 -0.511 -0.760
H -0.537 -0.416 -0.300
H -0.913 0.339 1.496
*
```

---

[2]
The following is a DFT calculation (ωB97M-V/def2-TZVPD) of a single C3H9N3O molecule.

For the largest force on an atom, the calculation gives 4.6 eV/A. As for the LUMO energy: 1.12 eV. Its energy relative to the best compared isomer or geometry (same formula, charge and spin) is 448.3 kJ/mol. The HOMO energy is -8.12 eV. The value obtained for the total energy is -359.0737 Eh.

```
! wB97M-V def2-TZVPD RIJCOSX def2/J DEFGRID3
* xyz 0 1
C 0.824 2.310 -0.077
N -0.199 1.380 -0.804
O -1.042 0.817 0.255
C -0.476 -0.442 0.172
C -1.524 -1.503 -0.011
N 0.773 -0.644 0.549
N 1.189 -1.945 0.524
H 1.591 2.625 -0.787
H 1.330 1.866 0.780
H 0.252 3.170 0.278
H -0.883 1.888 -1.370
H -2.456 -1.062 -0.376
H -1.722 -1.995 0.944
H -1.186 -2.245 -0.739
H 2.041 -2.017 1.084
H 1.490 -2.204 -0.421
*
```

---

[3]
The following is a DFT calculation (ωB97M-V/def2-TZVPD) of a single C3H9N3O molecule.

For the largest force on an atom, the calculation gives 1.2 eV/A. As for the LUMO energy: 0.91 eV. Its energy relative to the best compared isomer or geometry (same formula, charge and spin) is 8.7 kJ/mol. The HOMO energy is -9.06 eV. The value obtained for the total energy is -359.2411 Eh.

```
! wB97M-V def2-TZVPD RIJCOSX def2/J DEFGRID3
* xyz 0 1
N 0.205 1.955 -0.489
C 0.775 1.095 0.510
C -0.336 0.205 1.109
N -1.126 -0.442 0.071
C -0.587 -1.286 -0.898
N 0.406 -2.105 -0.458
O -1.039 -1.309 -2.023
H -0.033 1.568 -1.376
H 0.641 2.849 -0.604
H 1.600 0.441 0.198
H 1.137 1.741 1.312
H -1.036 0.860 1.625
H 0.086 -0.528 1.798
H -1.984 -0.026 -0.239
H 0.704 -2.841 -1.073
H 0.586 -2.178 0.535
*
```

---

[4]
The following is a DFT calculation (ωB97M-V/def2-TZVPD) of a single C3H9N3O molecule.

For the largest force on an atom, the calculation gives 8.2 eV/A. As for the LUMO energy (alpha / beta): 0.87 / -3.35 eV. Its energy relative to the best compared isomer or geometry (same formula, charge and spin) is 311.8 kJ/mol. The HOMO energy (alpha / beta) is -4.72 / -8.97 eV. The value obtained for the total energy is -358.9158 Eh.

```
! wB97M-V def2-TZVPD RIJCOSX def2/J DEFGRID3
* xyz 0 3
C 0.237 -0.939 -0.039
C 0.105 1.603 0.464
C -0.525 0.444 -0.286
N -0.039 -1.650 0.986
N -1.985 0.279 0.177
N 1.310 -1.050 -0.918
O -2.628 -0.638 -0.634
H -0.669 2.113 0.973
H 0.631 2.431 -0.174
H 0.750 1.344 1.241
H -0.711 0.558 -1.322
H -2.462 -1.562 -0.461
H 0.557 -2.424 1.130
H -1.851 0.063 1.207
H 1.186 -1.068 -1.924
H 1.820 -1.897 -0.702
*
```

---

[5]
The following is a DFT calculation (ωB97M-V/def2-TZVPD) of a single C3H9N3O2 molecule.

For the largest force on an atom, the calculation gives 7.2 eV/A. As for the LUMO energy: 0.86 eV. Its energy relative to the best compared isomer or geometry (same formula, charge and spin) is 768.8 kJ/mol. The HOMO energy is -9.14 eV. The value obtained for the total energy is -434.2333 Eh.

```
! wB97M-V def2-TZVPD RIJCOSX def2/J DEFGRID3
* xyz 0 1
C -2.328 -0.025 0.642
C -1.658 -0.096 -0.747
O -0.560 -1.067 -0.286
C 0.683 -0.516 -0.086
N 0.583 0.799 -0.141
N 2.023 1.284 -0.019
N 1.635 -1.328 0.342
O 3.000 -0.870 -0.081
H -3.478 0.495 0.491
H -1.845 0.615 1.364
H -2.837 -1.101 0.970
H -2.516 -0.566 -1.350
H -1.302 0.753 -1.177
H 2.137 2.158 -0.564
H 2.205 1.689 0.884
H 1.511 -2.245 -0.369
H 2.748 0.019 0.126
*
```

---

[6]
The following is a DFT calculation (ωB97M-V/def2-TZVPD) of a single C3H9N3O3 molecule.

For the largest force on an atom, the calculation gives 8.2 eV/A. As for the LUMO energy: 0.47 eV. Its energy relative to the best compared isomer or geometry (same formula, charge and spin) is 1035.7 kJ/mol. The HOMO energy is -9.70 eV. The value obtained for the total energy is -509.3574 Eh.

```
! wB97M-V def2-TZVPD RIJCOSX def2/J DEFGRID3
* xyz 0 1
C -0.449 1.871 0.473
N 0.098 0.764 -0.544
C -1.069 -0.088 -1.095
C -1.781 -1.064 -0.204
O -3.130 -0.215 0.275
N 0.967 0.025 0.003
O 0.762 -0.767 1.111
N 2.160 0.083 -0.623
O 3.121 -0.467 -0.005
H -0.846 1.362 1.370
H -1.297 2.377 -0.092
H 0.218 2.519 0.901
H -2.127 0.404 -1.518
H -0.430 -0.789 -1.647
H -1.266 -1.401 0.932
H -1.828 -2.173 -0.766
H -2.901 -0.540 1.316
H 1.671 -0.583 1.554
*
```

---

[7]
The following is a DFT calculation (ωB97M-V/def2-TZVPD) of C3H9N3O4S as an isolated structure.

For the largest force on an atom, the calculation gives 3.8 eV/A. As for the LUMO energy: 0.41 eV. Its energy relative to the best compared isomer or geometry (same formula, charge and spin) is 64.0 kJ/mol. The HOMO energy is -9.50 eV. The value obtained for the total energy is -983.0866 Eh.

```
! wB97M-V def2-TZVPD RIJCOSX def2/J DEFGRID3
* xyz 0 1
C -1.709 0.790 0.031
C 0.626 -1.900 0.231
C 1.915 -1.043 -0.143
N -2.843 0.242 -0.484
N -0.759 -0.058 0.407
N -0.615 -1.321 -0.225
O 0.498 3.385 1.288
O -1.739 2.011 0.168
O 1.046 2.008 -0.641
O 2.071 -0.088 0.914
S 0.171 3.070 -0.100
H 0.671 -2.132 1.340
H 0.806 -2.697 -0.382
H 2.833 -1.644 -0.208
H 1.729 -0.512 -1.025
H -3.030 -0.729 -0.339
H -3.683 0.748 -0.585
H -0.616 -1.120 -1.233
H 0.080 0.382 0.485
H 2.549 0.608 0.501
*
```

---

[8]
The following is a DFT calculation (ωB97M-V/def2-TZVPD) of a 3-piece molecular cluster, C3H9N3O6 overall.

For the largest force on an atom, the calculation gives 1.3 eV/A. As for the LUMO energy: 0.15 eV. Its energy relative to the best compared isomer or geometry (same formula, charge and spin) is 32.7 kJ/mol. The HOMO energy is -10.75 eV. The value obtained for the total energy is -735.1140 Eh.

```
! wB97M-V def2-TZVPD RIJCOSX def2/J DEFGRID3
* xyz 0 1
C -0.011 -3.963 -1.515
N 0.258 -3.636 -0.081
O -0.640 -3.218 0.602
O 1.386 -3.822 0.307
H 0.916 -4.363 -1.900
H -0.197 -3.009 -2.006
H -0.907 -4.570 -1.550
C -1.119 0.259 -1.991
N -0.750 1.127 -0.834
O -0.094 0.618 0.047
O -1.162 2.255 -0.838
H -0.692 0.753 -2.858
H -2.199 0.150 -1.956
H -0.667 -0.711 -1.832
C 0.404 2.794 2.603
N 1.405 3.680 1.990
O 2.471 3.806 2.547
O 1.084 4.238 0.962
H 0.350 2.930 3.682
H 0.744 1.770 2.451
H -0.580 2.914 2.169
*
```